This record from OMol25 describes a 10-piece molecular cluster, C65H150N10O10 overall at a distorted geometry. The level of theory is ωB97M-V with the def2-TZVPD basis set.

Relative energy (zero: lowest compared OMol25 entry of this formula, charge and spin): 458.1 kJ/mol

```
! RIJCOSX wB97M-V def2-TZVPD def2/J DEFGRID3
* xyz 0 1
C -11.431 14.281 22.537
C -12.067 13.462 21.348
C -13.578 13.541 21.461
C -11.703 14.179 20.049
C -10.456 13.659 19.350
C -10.197 12.131 19.364
C -10.308 11.564 20.775
C -10.362 9.985 20.605
C -9.076 12.034 21.664
N -11.623 11.996 21.331
O -11.809 11.354 22.595
H -11.624 13.895 23.537
H -10.342 14.232 22.494
H -11.732 15.326 22.469
H -13.905 14.576 21.359
H -14.035 13.071 20.591
H -13.994 13.148 22.388
H -12.500 13.986 19.332
H -11.657 15.268 20.084
H -10.501 13.881 18.284
H -9.469 14.065 19.574
H -9.274 11.895 18.834
H -10.907 11.694 18.663
H -11.239 9.685 20.033
H -10.645 9.605 21.586
H -9.482 9.413 20.311
H -8.795 13.072 21.487
H -8.234 11.358 21.520
H -9.403 12.005 22.703
H -12.252 10.544 22.333
C -17.390 12.603 17.237
C -15.861 12.493 16.737
C -15.442 13.903 16.606
C -15.060 11.775 17.871
C -13.910 10.919 17.346
C -13.492 11.163 15.939
C -14.605 11.313 14.833
C -14.218 12.364 13.714
C -14.722 9.884 14.280
N -15.846 11.695 15.482
O -16.853 12.060 14.536
H -17.986 13.396 16.785
H -17.810 11.628 16.991
H -17.473 12.773 18.310
H -15.889 14.435 15.766
H -15.691 14.449 17.516
H -14.375 13.880 16.384
H -14.705 12.587 18.506
H -15.683 11.287 18.621
H -13.079 10.841 18.047
H -14.292 9.903 17.440
H -12.859 10.305 15.714
H -12.725 11.937 15.916
H -14.910 12.409 12.873
H -13.231 12.001 13.425
H -14.183 13.343 14.192
H -15.639 9.806 13.697
H -14.627 9.145 15.076
H -13.854 9.658 13.660
H -17.608 11.509 14.756
C -9.416 3.989 17.091
C -10.464 5.133 17.135
C -11.906 4.614 17.436
C -10.009 6.007 18.334
C -8.755 6.963 18.076
C -9.096 7.856 16.863
C -9.477 6.967 15.534
C -10.176 8.047 14.687
C -8.298 6.207 14.919
N -10.533 5.975 15.919
O -11.061 5.246 14.825
H -9.528 3.479 18.048
H -9.609 3.358 16.224
H -8.364 4.271 17.086
H -11.991 4.012 18.341
H -12.520 5.514 17.435
H -12.187 3.964 16.607
H -10.748 6.756 18.622
H -9.778 5.337 19.162
H -8.690 7.654 18.916
H -7.763 6.543 17.912
H -8.240 8.435 16.518
H -9.976 8.435 17.144
H -11.055 8.450 15.190
H -10.510 7.620 13.742
H -9.566 8.930 14.498
H -7.663 5.639 15.599
H -7.675 6.837 14.284
H -8.574 5.480 14.156
H -11.789 5.817 14.568
C -5.374 0.114 15.287
C -6.839 -0.306 14.875
C -7.292 0.429 13.600
C -6.742 -1.834 14.589
C -8.087 -2.566 14.692
C -8.640 -2.364 16.080
C -8.870 -0.856 16.409
C -10.172 -0.342 15.644
C -9.122 -0.772 17.829
N -7.685 -0.087 16.066
O -7.860 1.211 16.418
H -4.559 -0.075 14.588
H -5.321 1.142 15.647
H -5.004 -0.432 16.155
H -8.266 0.114 13.225
H -7.386 1.481 13.871
H -6.513 0.262 12.857
H -6.267 -1.932 13.613
H -6.040 -2.228 15.324
H -8.831 -2.108 14.041
H -8.052 -3.599 14.344
H -7.931 -2.767 16.803
H -9.584 -2.899 16.186
H -11.091 -0.877 15.881
H -10.104 -0.455 14.562
H -10.356 0.713 15.849
H -8.193 -0.891 18.387
H -9.858 -1.559 17.993
H -9.622 0.183 17.991
H -7.434 1.334 17.269
C -9.918 12.768 15.158
C -8.411 12.641 14.950
C -7.668 13.948 15.116
C -7.772 11.738 16.095
C -6.381 11.176 15.743
C -6.434 10.434 14.464
C -6.865 11.312 13.239
C -5.660 12.272 12.763
C -7.160 10.322 12.093
N -8.115 11.994 13.611
O -8.680 12.713 12.570
H -10.164 13.097 16.167
H -10.464 13.350 14.415
H -10.447 11.816 15.120
H -7.968 14.613 15.926
H -6.597 13.747 15.129
H -7.929 14.562 14.254
H -7.660 12.380 16.969
H -8.417 10.877 16.271
H -5.675 11.999 15.849
H -6.087 10.482 16.530
H -7.218 9.695 14.628
H -5.525 9.866 14.267
H -4.813 11.690 12.399
H -5.214 12.856 13.568
H -6.023 12.964 12.004
H -7.538 10.771 11.174
H -7.897 9.654 12.538
H -6.282 9.831 11.675
H -9.564 12.351 12.666
C -4.846 7.322 17.274
O -3.416 7.382 17.501
C -3.007 6.836 18.751
C -1.446 7.030 18.903
C -0.957 6.452 20.231
N -1.081 8.417 18.941
H -5.102 7.759 16.309
H -5.405 7.771 18.095
H -5.071 6.255 17.283
H -3.478 7.404 19.554
H -3.250 5.776 18.822
H -0.931 6.515 18.093
H 0.124 6.334 20.304
H -1.459 5.489 20.321
H -1.198 7.109 21.067
H -1.459 9.020 18.225
H -1.464 8.870 19.759
C -12.858 6.443 12.187
O -13.248 6.356 13.505
C -14.676 6.526 13.756
C -15.127 6.191 15.192
C -14.941 4.672 15.566
N -16.568 6.378 15.298
H -13.415 5.669 11.658
H -11.781 6.309 12.083
H -13.197 7.373 11.731
H -15.016 7.534 13.520
H -15.256 5.855 13.122
H -14.512 6.741 15.904
H -14.799 4.457 16.625
H -14.050 4.343 15.030
H -15.693 3.976 15.196
H -17.060 5.496 15.281
H -16.966 6.672 14.418
C -4.948 3.336 11.481
O -6.162 3.800 10.842
C -7.238 3.824 11.712
C -8.525 4.495 11.128
C -8.357 6.030 11.091
N -9.720 4.246 11.987
H -4.134 3.310 10.756
H -4.989 2.316 11.864
H -4.653 4.018 12.279
H -7.453 2.759 11.797
H -7.057 4.027 12.768
H -8.806 4.028 10.184
H -9.256 6.550 10.760
H -7.618 6.315 10.341
H -8.250 6.440 12.095
H -9.795 3.250 12.138
H -9.627 4.706 12.882
C -11.982 3.661 26.804
O -12.517 4.061 25.588
C -11.603 4.173 24.537
C -12.245 4.381 23.092
C -11.248 4.490 22.002
N -13.090 5.594 23.030
H -11.211 4.381 27.079
H -11.764 2.593 26.812
H -12.720 3.777 27.597
H -11.104 5.099 24.822
H -10.879 3.358 24.536
H -12.955 3.587 22.861
H -11.595 4.580 20.972
H -10.629 3.593 21.977
H -10.611 5.356 22.185
H -13.950 5.485 23.548
H -13.506 5.626 22.110
C -14.932 4.402 19.743
O -15.961 5.315 19.993
C -15.992 6.530 19.199
C -17.143 7.464 19.687
C -18.497 6.990 19.305
N -16.971 8.784 19.096
H -15.279 3.546 20.321
H -13.916 4.689 20.017
H -14.976 4.043 18.715
H -15.001 6.981 19.248
H -16.136 6.179 18.177
H -17.214 7.587 20.767
H -18.757 5.971 19.592
H -18.711 7.146 18.247
H -19.213 7.651 19.796
H -17.812 9.331 19.214
H -16.332 9.217 19.748
*
```

Atom charges from the Löwdin analysis, given in e for atoms 1 to 4: -0.024 -0.462 -0.044 -0.128


This record from OMol25 describes a 2-piece molecular cluster, C16H30Br2ClIN5O7P2 overall at a distorted geometry. The level of theory is ωB97M-V with the def2-TZVPD basis set.

```
! RIJCOSX wB97M-V def2-TZVPD def2/J DEFGRID3
* xyz 1 1
C 5.502 0.648 -0.151
C 4.012 0.750 0.345
C 2.919 0.493 -0.807
C 3.566 0.057 -2.190
N 1.724 -0.247 -0.384
C 0.771 0.456 0.404
N -0.054 1.367 -0.069
C -1.047 1.979 0.884
C -2.174 2.821 0.185
C -3.285 1.917 -0.514
Cl -4.476 1.272 0.713
C -0.012 1.778 -1.474
C 0.625 3.234 -1.577
O 0.662 4.008 -0.678
O 1.213 3.564 -2.792
N 0.690 0.162 1.801
P 1.639 1.267 2.838
O 3.015 0.545 3.491
O 1.991 2.709 2.056
C 0.896 -1.279 2.100
C 0.682 -2.161 0.797
P -1.111 -2.395 0.340
N -1.834 -2.826 1.667
O -1.369 -3.670 -0.730
O -1.896 -1.031 -0.197
C 1.653 -1.687 -0.400
I 3.534 -2.771 0.048
N 1.145 -2.354 -1.623
C 0.614 -1.585 -2.424
O -0.174 -1.048 -3.081
H 6.237 0.855 0.674
H 5.659 1.451 -0.919
H 5.787 -0.339 -0.587
H 3.894 1.765 0.808
H 3.901 0.007 1.183
H 2.579 1.552 -1.028
H 2.806 -0.059 -3.008
H 4.186 0.945 -2.504
H 4.280 -0.792 -2.106
H -1.583 1.186 1.479
H -0.559 2.642 1.635
H -2.728 3.340 1.019
H -1.814 3.633 -0.490
H -2.861 1.100 -1.141
H -3.849 2.609 -1.198
H -1.011 1.730 -1.991
H 0.661 1.144 -2.111
H 0.594 3.349 -3.518
H 3.763 1.137 3.244
H 1.470 3.441 2.435
H 0.166 -1.613 2.890
H 1.912 -1.550 2.481
H 1.033 -3.184 1.111
H -2.244 -3.756 1.557
H -1.778 -3.307 -1.540
H -1.450 -0.601 -0.954
Br -4.343 -3.161 -0.892
C -6.071 -2.560 -0.220
C -6.201 -2.828 1.257
Br -6.569 -4.708 1.606
H -6.833 -3.054 -0.817
H -6.097 -1.489 -0.419
H -7.053 -2.289 1.669
H -5.306 -2.570 1.819
*
```

Atom charges from the natural (NBO) analysis, given in e for atoms 1 to 4: -0.618 -0.461 -0.034 -0.644


Calculated electronic energy, -3866.049949, -8016.496476 a.u. (same order as the records).
Calculated HOMO energy, -8.0, -11.3 eV (same order as the records).